54
Properties=species:S:1:pos:R:3:mulliken_charge:R:1 method="wB97M-V/def2-TZVPD" orbital_gap_ev=5.596 e_tot_ha=-5008.37548 charge=-2 homo_ev=-1.482 e_above_lowest_kcal_mol=27.8
Zr 0.37728 -0.77732 0.16716 1.334
O 3.04571 -1.79346 -2.32717 -0.676
As 2.96012 -0.55464 -0.95523 0.706
O 1.26111 -0.15598 -1.54601 -0.904
O 2.19224 -0.14167 0.69425 -0.719
C 3.81649 -2.12079 0.02405 -0.081
C 5.20054 -2.08026 0.13541 -0.123
C 5.92547 -3.11609 0.71380 -0.630
C 5.27892 -4.24001 1.19452 -0.535
C 3.89466 -4.30936 1.10724 -0.621
C 3.18087 -3.26517 0.53730 0.280
S 1.41001 -3.41194 0.69938 1.867
O 1.05410 -2.41839 1.74003 -0.518
O 1.06670 -4.77657 0.98569 -0.694
O 0.76608 -2.85521 -0.53724 -0.633
H 2.40655 -1.49236 -2.98304 0.283
H 5.71760 -1.21181 -0.26006 -0.025
H 7.00555 -3.03906 0.78076 0.360
H 5.83609 -5.05698 1.63822 0.345
H 3.36022 -5.17152 1.48280 0.448
C 0.07083 2.51950 2.46673 -1.894
C -0.92005 1.36760 2.44623 2.347
C -1.95141 1.47148 3.55244 -1.892
O -0.10413 0.19210 2.64904 -0.537
C -1.58422 1.29203 1.03912 0.234
O -2.79226 1.38883 0.91048 -0.723
O -0.69050 1.10961 0.12400 -0.742
H 0.53726 2.58606 3.45249 0.427
H -0.43771 3.46176 2.24994 0.379
H 0.84434 2.35216 1.71955 0.357
H -1.44839 1.50046 4.52181 0.423
H -2.63237 0.61928 3.51940 0.324
H -2.55274 2.37226 3.42659 0.370
H -0.65308 -0.60698 2.62791 0.357
C -6.22974 -2.17144 0.02422 -1.140
C -5.08855 -1.20804 -0.22318 -0.281
O -3.95340 -1.61918 0.53558 -0.163
P -2.52224 -1.94078 -0.11443 0.261
O -1.55282 -1.58198 1.02951 -0.360
Te -2.01839 -1.06708 -2.22294 -0.233
O -2.50087 -3.53715 -0.25816 -0.085
C -2.55029 -4.35186 0.92416 0.300
C -3.19603 -5.66616 0.55182 -1.468
H -7.09384 -1.89867 -0.58658 0.390
H -6.53200 -2.16398 1.07280 0.273
H -5.93003 -3.18746 -0.23893 0.209
H -5.33115 -0.19497 0.10162 0.267
H -4.83057 -1.16352 -1.28369 0.306
H -3.11718 -3.84083 1.70647 0.301
H -1.52705 -4.49738 1.27327 0.058
H -4.21885 -5.51129 0.20296 0.289
H -3.21809 -6.33526 1.41513 0.401
H -2.63159 -6.15067 -0.24536 0.314
Te 4.63581 1.19907 -1.67953 -0.534

---

61
Properties=species:S:1:pos:R:3:lowdin_spin:R:1 method="wB97M-V/def2-TZVPD" orbital_gap_ev="6.654 / 6.420" e_tot_ha=-2234.60692 charge=+2 s2=2.014 spin_multiplicity=3 homo_ev="-13.892 / -13.892" e_above_lowest_kcal_mol=13.1
Mo 0.21862 0.47007 -0.91060 1.607
Cl -5.37163 0.93085 -5.52599 -0.002
C -4.03169 0.55800 -4.51790 -0.003
C -3.70800 -0.78126 -4.25644 0.011
C -2.61714 -1.12388 -3.48115 -0.003
C -1.83390 -0.12663 -2.93109 0.015
O -0.74265 -0.48311 -2.22277 0.053
C -2.17591 1.22356 -3.14592 0.002
C -1.45381 2.27550 -2.55300 0.026
O -0.50826 2.14533 -1.72735 0.035
C -3.27773 1.55361 -3.96541 0.011
H -4.33041 -1.55961 -4.67970 0.001
H -2.36125 -2.15845 -3.29862 0.000
H -1.71149 3.30415 -2.80798 0.000
H -3.52841 2.59264 -4.14236 0.000
O -0.94449 0.22068 0.46893 0.107
Si -0.64975 -0.37631 2.03818 0.009
C -2.18357 -0.43790 2.99473 -0.001
C -3.22342 -1.24544 2.51031 0.000
C -4.44898 -1.26736 3.15703 0.000
C -4.64388 -0.48858 4.29235 0.000
C -3.62171 0.31207 4.78336 0.000
C -2.39461 0.33989 4.13709 0.000
C 0.12422 -1.99159 1.51336 0.005
C 0.87321 -1.97722 0.33638 0.005
C 1.45200 -3.09095 -0.23225 0.002
C 1.27509 -4.30944 0.41426 0.000
C 0.54959 -4.37248 1.59415 0.003
C -0.02444 -3.22449 2.13826 0.000
C 0.71002 0.80275 2.51805 0.003
C 1.32322 1.56925 1.52473 0.003
C 2.39824 2.40920 1.75770 0.002
C 2.88789 2.50743 3.05152 0.000
C 2.29932 1.77382 4.07288 0.004
C 1.22871 0.92768 3.80791 0.000
H -3.07527 -1.86104 1.62852 0.000
H -5.24993 -1.89081 2.78227 0.000
H -5.60111 -0.50601 4.79676 0.000
H -3.78245 0.91607 5.66675 0.000
H -1.60716 0.97902 4.52099 0.000
H 1.13289 -1.01219 -0.12128 0.009
H 2.02455 -3.02872 -1.14807 0.000
H 1.71055 -5.20595 -0.00692 0.000
H 0.42187 -5.32323 2.09423 0.000
H -0.60381 -3.29947 3.05176 0.000
H 0.90262 1.63619 0.52232 0.004
H 2.83442 2.99480 0.95899 0.000
H 3.72165 3.16382 3.26267 0.000
H 2.67682 1.86232 5.08322 0.000
H 0.79685 0.35539 4.62135 0.000
C 4.40099 2.45537 -3.65113 0.005
N 4.10778 1.17111 -2.96944 0.010
C 5.12895 0.09523 -3.02130 0.005
C 2.98551 0.97917 -2.38767 0.058
N 1.95757 0.80687 -1.86087 0.014
H 4.31709 2.31896 -4.72654 0.000
H 5.41520 2.74895 -3.39271 0.001
H 3.70534 3.21800 -3.31440 0.000
H 5.30507 -0.17254 -4.06017 0.000
H 4.77520 -0.77068 -2.47074 0.000
H 6.04579 0.46755 -2.57123 0.000